(i)
The following is a quantum chemistry calculation of one molecule with the formula C3H9N3, from the Open Molecules 2025 dataset.

Geometry as XYZ:
```
15
Properties=species:S:1:pos:R:3:lowdin_charge:R:1
C 1.01396 0.47207 -0.37702 -0.247
C 0.01804 0.03599 0.61072 -0.262
C -1.28090 0.06578 0.06615 -0.558
H 3.24285 -0.54561 -0.51428 0.016
H 2.90239 -0.16822 0.96013 0.139
H 1.11448 1.67465 -0.74723 0.163
H 0.78885 0.05978 -1.38890 0.101
H 0.16821 -0.91262 1.03783 0.099
H 0.18967 0.66467 1.56592 0.161
H -2.08859 -2.09459 -0.61195 0.177
H -3.11416 -0.73472 -0.33621 0.029
H -1.05362 1.85557 -0.09155 0.133
N 2.32875 -0.44572 -0.06700 -0.072
N -2.21290 -1.03760 -0.08635 0.033
N -2.01705 1.11055 -0.02027 0.088
```

Summary:
lowest unoccupied orbital energy	0.912	eV
Kohn-Sham gap	9.65	eV
charge	0
SMILES	[H]/N=C(/N)CCN

(ii)
The following is a quantum chemistry calculation of a 2-piece molecular cluster, C3H9N3 overall, from the Open Molecules 2025 dataset.

Geometry as XYZ:
```
15
Properties=species:S:1:pos:R:3:lowdin_charge:R:1
C -1.77988 -0.58407 0.90093 0.025
C 1.36073 -0.51566 0.78790 -0.095
C 0.18405 0.42555 -1.72911 -0.071
N -0.18148 1.38847 0.56505 0.060
N 1.12909 0.90356 0.62573 -0.153
N 0.43423 1.30056 -0.59027 -0.209
H -2.20158 0.43671 0.86573 -0.003
H -1.92828 -1.35882 0.12634 0.012
H -1.65841 -0.81568 1.93306 -0.015
H 0.34498 -0.84500 0.92744 0.016
H 1.86398 -0.77513 -0.10873 0.059
H 2.14650 -0.56387 1.60882 0.108
H -0.21857 -0.54970 -1.31011 0.075
H -0.57532 1.06340 -2.10719 0.062
H 1.07997 0.48969 -2.49560 0.129
```

Summary:
lowest unoccupied orbital energy (spin up / spin down)	0.385 / 0.203	eV
Kohn-Sham gap (spin up / spin down)	8.71 / 8.45	eV
charge	0

Which of them is the most stable, and which is the least stable? (i) and (ii), in that order.

(i)
The following is a quantum chemistry calculation of a 2-piece molecular cluster, C4H4N4OS overall, from the Open Molecules 2025 dataset.

Geometry as XYZ:
```
14
Properties=species:S:1:pos:R:3:lowdin_charge:R:1
C -0.51676 0.93099 0.61032 -0.047
C 0.06236 2.13684 0.89146 -0.020
C 0.45809 0.03367 0.20273 -0.286
C 0.41668 -1.35669 -0.21808 -0.101
N 1.71367 0.59441 0.33598 0.070
N -0.60995 -2.06844 0.10358 -0.129
N -1.52021 -2.79889 0.24342 0.175
N 1.45015 1.84520 0.74683 -0.040
O -1.09649 -1.37688 -2.73556 -0.706
S -2.27014 -2.30870 -2.64550 0.680
H -1.46803 0.72184 0.69509 0.052
H -0.25839 3.04753 1.16598 0.070
H 1.40242 -1.84168 -0.35847 0.141
H 2.23660 2.44078 0.96224 0.142
```

Summary:
lowest unoccupied orbital energy (spin up / spin down)	-1.223 / -1.227	eV
Kohn-Sham gap (spin up / spin down)	6.63 / 6.61	eV
charge	0

(ii)
The following is a quantum chemistry calculation of one molecule with the formula C4H4N4OS, from the Open Molecules 2025 dataset.

Geometry as XYZ:
```
14
Properties=species:S:1:pos:R:3:lowdin_charge:R:1
C -1.82622 0.74700 -0.88799 -0.096
C -1.50443 0.11729 0.31220 -0.362
C 1.87571 0.49316 0.65225 -0.121
C 2.32091 -0.85521 -0.07911 -0.593
N -2.73858 -0.42195 0.67860 0.103
N -3.63934 -0.04616 -0.09534 0.064
N 0.67584 0.70336 0.95350 0.000
N -0.43404 0.05565 1.05258 0.074
O -3.06765 0.69160 -1.16571 0.027
S 1.05790 -2.12218 -0.08368 0.605
H -1.05863 1.23415 -1.44173 0.129
H 2.69595 1.18880 0.88764 0.121
H 2.35487 -0.56334 -1.03637 -0.010
H 3.28770 -1.22217 0.25317 0.060
```

Summary:
lowest unoccupied orbital energy (spin up / spin down)	-1.192 / -1.953	eV
Kohn-Sham gap (spin up / spin down)	7.90 / 6.25	eV
charge	0

Which of them is the most stable, and which is the least stable? (i) and (ii), in that order.

(i)
The following is a quantum chemistry calculation of a 2-piece molecular cluster, C2H10N3O overall, from the Open Molecules 2025 dataset.

Geometry as XYZ:
```
16
Properties=species:S:1:pos:R:3:lowdin_charge:R:1
C -1.16367 -0.06254 -0.16202 -0.468
N -0.60304 -1.12931 0.35507 0.216
N -0.41866 1.01172 -0.38512 0.030
N -2.43938 -0.06341 -0.52251 0.203
C 0.90032 1.45058 0.07522 -0.028
H 0.38903 -1.10635 0.60366 0.068
H -1.04869 -2.01710 0.11062 0.152
H -0.74940 1.68953 -1.07629 0.161
H -2.82579 0.78146 -0.95079 0.144
H -3.01190 -0.90814 -0.45057 0.147
H 1.30304 2.23366 -0.58902 0.108
H 1.65242 0.64946 0.17096 0.065
H 0.72568 1.89009 1.07168 0.105
O 2.10662 -1.70869 0.61329 -0.070
H 2.47069 -1.09631 1.29204 0.079
H 2.71268 -1.61469 -0.15619 0.090
```

Summary:
lowest unoccupied orbital energy	-3.029	eV
Kohn-Sham gap	11.47	eV
charge	+1

(ii)
The following is a quantum chemistry calculation of a 2-piece molecular cluster, C2H10N3O overall, from the Open Molecules 2025 dataset.

Geometry as XYZ:
```
16
Properties=species:S:1:pos:R:3:lowdin_charge:R:1
C -1.25490 -0.79784 2.06209 -0.506
N -0.71695 -2.02116 2.04449 0.214
N -0.94545 0.01904 1.13049 0.041
N -2.04630 -0.42023 3.03596 0.215
C 0.00000 0.00000 0.00000 -0.016
H -1.01146 -2.70965 2.74148 0.145
H -0.34648 -2.33216 1.14308 0.134
H -1.57900 0.78952 0.90356 0.173
H -2.44793 0.51991 2.99913 0.151
H -2.43985 -1.12011 3.66985 0.150
H 0.85017 -0.59396 0.37555 0.099
H 0.35230 1.02348 -0.21212 0.111
H -0.35619 -0.45160 -0.94116 0.084
O -0.26079 -1.15075 -3.69679 -0.079
H -0.45996 -2.10271 -3.54721 0.053
H 0.47336 -0.94996 -3.07312 0.032
```

Summary:
lowest unoccupied orbital energy	-3.310	eV
Kohn-Sham gap	11.05	eV
charge	+1

(iii)
The following is a quantum chemistry calculation of C2H10N3O as an isolated structure, from the Open Molecules 2025 dataset.

Geometry as XYZ:
```
16
Properties=species:S:1:pos:R:3:lowdin_charge:R:1
C -0.19698 0.98999 -0.36737 -0.210
C 0.21265 -0.33263 -0.89909 -0.356
N 1.18598 -0.20333 -1.96210 0.088
N 0.42476 -1.11924 1.57503 0.084
N -1.08913 0.81482 0.70352 0.081
O 0.98221 -1.11333 0.18453 -0.127
H 0.71301 1.65637 -0.18825 0.176
H -0.68488 1.49064 -1.20739 0.138
H -0.72053 -0.91656 -1.18279 0.176
H 2.10438 -0.01121 -1.63967 0.078
H 1.15995 -1.00141 -2.70353 0.154
H 0.20968 -2.02342 1.94078 0.126
H 1.17345 -0.55396 2.13551 0.190
H -1.90132 0.28814 0.57541 0.125
H -1.26366 1.53607 1.36615 0.142
H -0.39666 -0.08257 1.40468 0.135
```

Summary:
lowest unoccupied orbital energy	-3.240	eV
Kohn-Sham gap	10.86	eV
charge	+1

Which of them is the most stable, and which is the least stable? (i) and (iii), in that order.